22
Properties=species:S:1:pos:R:3 method="wB97M-V/def2-TZVPD" largest_force_ha_per_bohr=0.0445 total_charge=-1 homo_ev="1.01 / -5.42" e_lumo_ev="3.365 / 3.303" multiplicity=2 e_tot_ev=-8964.29930
O 1.824 3.522 -1.822
N 0.340 2.051 0.168
C -0.457 -0.476 1.769
C -0.468 -0.235 0.290
C 0.662 0.693 -0.234
C -1.405 -2.625 0.048
C -0.527 -1.507 -0.563
H 2.759 3.651 -2.091
H -1.335 -1.033 2.085
H -1.341 -3.401 -0.723
H 0.378 -1.027 2.222
H -0.927 -3.069 0.939
H -0.873 -1.379 -1.589
H 1.682 2.566 -1.958
H -2.429 -2.370 0.318
H -0.572 0.418 2.397
H 1.601 0.204 0.036
H 0.542 2.197 1.147
H -1.417 0.274 0.046
H 0.591 0.671 -1.357
H 0.847 2.686 -0.469
H 0.526 -1.813 -0.658